Record 1
20
Properties=species:S:1:pos:R:3:forces:R:3:nbo_charge:R:1 method="wB97M-V/def2-TZVPD" homo_energy_ev=-7.5 gap_ev=7.671 relative_energy_ev=1.283
C 0.078 -1.038 -1.668 -0.378 -0.290 0.066 -0.524
C 0.109 0.191 -2.174 0.293 -0.141 -0.625 0.017
N 0.019 1.391 -1.520 -0.118 0.417 0.286 -0.634
C 0.798 2.566 -1.903 -0.465 -0.857 -0.015 -0.400
H -0.052 -1.266 -0.626 0.065 0.105 0.305 0.188
H 0.079 -1.891 -2.327 0.034 -0.009 -0.166 0.200
H 0.184 0.264 -3.260 0.182 0.229 0.116 0.177
H -0.249 1.354 -0.555 -0.043 -0.205 0.276 0.392
H 1.412 2.898 -1.077 0.130 0.178 0.249 0.194
H 0.129 3.362 -2.215 0.144 0.294 -0.183 0.186
H 1.475 2.273 -2.696 0.054 0.202 -0.316 0.198
O 1.654 -0.987 1.424 0.955 -0.396 -0.442 -0.953
H 1.332 -1.132 2.313 -0.526 0.389 -0.099 0.470
H 1.114 -0.371 0.922 -0.329 0.049 0.542 0.484
O -1.195 0.394 1.431 0.048 -0.059 -0.128 -0.981
H -1.946 0.857 1.812 -0.003 -0.038 -0.006 0.471
H -1.258 -0.532 1.730 0.138 0.327 0.078 0.496
O -1.094 -2.124 2.741 -0.468 -0.054 0.242 -0.941
H -2.041 -2.315 2.682 0.169 -0.172 -0.089 0.479
H -0.950 -2.044 3.693 0.122 0.030 -0.092 0.480

---

Record 2
20
Properties=species:S:1:pos:R:3:forces:R:3:nbo_charge:R:1 method="wB97M-V/def2-TZVPD" homo_energy_ev=-9.5 gap_ev=9.954 relative_energy_ev=1.082
C 2.129 -1.229 0.429 0.614 0.461 -0.716 -0.624
C 1.589 -0.093 -0.433 -0.351 -0.014 -0.632 -0.074
N 2.059 1.245 -0.016 -0.676 0.377 0.908 -0.834
C 0.092 -0.073 -0.656 -0.557 0.522 0.280 -0.071
O -0.248 0.966 -1.583 0.135 -0.350 0.201 -0.712
H 3.089 -0.803 0.734 0.105 -0.595 0.446 0.219
H 1.522 -1.514 1.288 -0.008 0.105 -0.020 0.214
H 2.347 -2.096 -0.215 -0.248 0.152 0.495 0.220
H 1.970 -0.280 -1.458 0.267 0.199 0.302 0.162
H 1.248 1.867 -0.004 0.124 0.070 -0.808 0.365
H 2.254 1.299 0.986 0.493 -0.722 -0.160 0.349
H -0.290 -1.034 -1.024 0.093 -0.001 0.224 0.176
H -0.422 0.230 0.277 0.089 -0.379 -0.226 0.149
H 0.480 0.984 -2.210 -0.045 0.176 -0.313 0.460
O -1.351 -2.162 1.994 0.220 0.144 -0.178 -0.931
H -1.085 -1.260 1.792 0.154 -0.001 -0.076 0.464
H -2.179 -2.044 2.455 -0.368 -0.127 0.255 0.467
O -3.260 1.455 -0.248 0.360 0.494 -0.085 -0.935
H -3.192 0.548 0.039 -0.217 -0.332 0.030 0.466
H -4.186 1.700 -0.245 -0.181 -0.175 0.072 0.470

---

Record 3
20
Properties=species:S:1:pos:R:3:forces:R:3:nbo_charge:R:1 method="wB97M-V/def2-TZVPD" homo_energy_ev="-13.5 / -13.5" gap_ev="7.848 / 4.331" s2=0.757 charge=+1 relative_energy_ev=3.189 multiplicity=2
C 2.056 -1.292 -1.640 -0.840 -0.256 -0.329 -0.627
C 1.260 -0.188 -2.353 0.734 -0.775 1.183 -0.238
C -0.813 -0.318 -3.504 -1.773 -1.133 -0.278 0.020
N -0.233 -0.606 -2.436 1.300 1.791 -2.378 0.014
H 2.001 -1.320 -0.555 0.199 0.444 -0.020 0.257
H 3.065 -1.316 -2.053 0.002 0.135 0.409 0.254
H 1.568 -2.222 -1.968 0.401 0.054 0.014 0.232
H 1.166 0.824 -1.939 0.092 -0.287 0.620 0.286
H 1.708 -0.105 -3.341 -0.749 -0.168 -0.366 0.230
H -0.550 0.484 -4.206 0.460 0.361 0.533 0.282
H -1.686 -0.865 -3.914 0.223 -0.159 0.614 0.285
H -0.238 0.439 6.401 -0.256 0.077 -0.146 0.477
H 0.721 1.012 5.395 -0.334 0.110 -0.052 0.469
O -0.230 0.907 5.555 0.603 -0.230 0.072 -0.944
H -0.913 0.861 -0.576 -0.653 -0.575 -0.128 0.455
H -1.208 2.245 0.036 0.530 -0.492 -0.161 0.492
O -0.500 1.592 -0.138 0.001 1.041 0.328 -0.943
H -1.474 0.138 1.894 0.030 -0.097 0.112 0.459
H -0.876 -0.290 3.209 0.121 0.074 0.528 0.485
O -1.329 -0.642 2.443 -0.092 0.086 -0.555 -0.946

---

Record 4
21
Properties=species:S:1:pos:R:3:forces:R:3:nbo_charge:R:1 method="wB97M-V/def2-TZVPD" homo_energy_ev=-9.1 gap_ev=9.580 relative_energy_ev=1.305
N 1.617 0.314 0.136 -0.294 0.338 -0.388 -0.824
C 0.778 -0.854 -0.013 -0.937 -0.739 -0.707 -0.099
C 1.061 -1.780 -1.186 1.264 0.034 -1.668 -0.096
O 2.461 -2.000 -1.457 -0.136 -0.147 0.922 -0.720
C -0.701 -0.412 -0.124 -0.620 -0.736 2.020 -0.513
S -1.973 -1.513 -0.828 -0.219 0.186 -1.635 -0.068
H 1.679 0.763 -0.773 0.083 0.185 0.108 0.361
H 2.564 0.090 0.402 0.086 -0.260 0.014 0.366
H 0.835 -1.449 0.898 0.194 -0.022 0.177 0.182
H 0.783 -1.368 -2.161 -0.544 0.488 0.300 0.181
H 0.507 -2.718 -1.155 0.102 -0.092 0.512 0.187
H 2.881 -2.295 -0.639 0.048 -0.103 -0.154 0.453
H -0.928 0.499 -0.656 0.542 0.343 -0.228 0.243
H -1.018 -0.277 0.912 -0.091 0.553 -0.114 0.222
H -2.402 -2.416 0.043 0.516 0.021 0.899 0.126
O 0.726 2.762 3.157 -0.110 1.053 1.127 -0.962
H 1.563 2.554 2.746 -0.366 -0.570 -0.578 0.487
H -0.032 2.280 2.837 0.456 -0.545 -0.593 0.476
O -1.840 3.860 0.306 0.043 -0.114 -0.059 -0.938
H -2.609 4.433 0.242 -0.019 0.005 0.050 0.470
H -1.754 3.645 1.240 0.002 0.122 -0.006 0.468

---

Per-record electronic energy, Ha: -402.533279, -402.540675, -402.170385, -800.718957
Per-record maximum force, eV/Å: 1.12, 1.19, 3.25, 2.24